ORCA calculation (ωB97M-V/def2-TZVPD) on a molecular structure, C8H24CsNO4P in a non-equilibrium geometry.

Each line ends with the Mulliken charge.
Cartesian coordinates (Å):
C  0.694  -1.555  1.175  -0.386
C  0.959  -3.039  1.191  0.091
O  1.987  -3.457  1.683  -0.604
N  -0.011  -3.830  0.566  -0.190
P  -1.735  -3.523  1.283  -0.155
C  0.103  -3.632  -0.838  0.691
C  0.878  -4.696  -1.570  -1.277
O  -0.351  -2.680  -1.435  -0.539
H  1.203  -1.142  2.031  0.200
H  1.109  -1.181  0.239  0.161
H  -0.366  -1.337  1.188  0.205
H  -1.079  -2.894  2.474  -0.050
H  -1.823  -2.215  0.635  -0.117
H  -2.318  -4.179  0.116  -0.037
H  -1.616  -4.805  1.951  0.046
H  -3.055  -3.327  1.880  0.077
H  0.249  -5.106  -2.347  0.374
H  1.189  -5.464  -0.882  0.349
H  1.770  -4.259  -1.998  0.283
O  2.397  0.653  1.420  -0.353
H  1.844  1.438  1.217  0.342
H  2.828  0.682  2.297  0.454
H  3.034  0.432  0.707  0.448
C  -1.445  5.185  -0.568  -1.299
C  -0.423  4.261  0.069  -0.333
O  -0.708  2.885  -0.040  -0.386
C  -0.819  2.370  -1.377  -0.391
C  0.445  2.525  -2.200  -0.932
H  -2.435  4.999  -0.154  0.341
H  -1.181  6.230  -0.392  0.425
H  -1.503  5.039  -1.644  0.312
H  -0.393  4.455  1.139  0.164
H  0.589  4.473  -0.314  0.504
H  -1.674  2.824  -1.881  0.314
H  -1.054  1.315  -1.252  0.397
H  0.714  3.571  -2.364  0.311
H  0.307  2.065  -3.176  0.402
H  1.290  2.034  -1.708  0.155
Cs  0.406  4.884  2.879  1.004

charge = +1
E_LUMO = -5.697 eV
orbital gap = 0.08198 Ha
HOMO = -0.2913 Ha
ΔE to the lowest compared entry with this formula, charge and spin = 24.1 kJ/mol
molar mass = 362.16 g mol⁻¹